This record from the Open Molecules 2025 dataset describes a cluster of 2 separate species, C3H7O3 in total in a non-equilibrium geometry. The level of theory is the ωB97M-V functional and the def2-TZVPD basis.

Summary:
Kohn-Sham gap ... 8.546 eV
Energy relative to the best compared isomer or geometry (same formula, charge and spin) ... 194.05 kJ/mol
Total energy ... -344.2363 Eh
HOMO level ... -4.28 eV

Structure (ORCA input):
```
! RIJCOSX wB97M-V def2-TZVPD def2/J DEFGRID3
* xyz -1 1
O -0.14 1.69 -0.40
H 0.40 -1.21 -0.78
O -1.42 -0.22 -0.73
C 1.29 -1.71 -0.55
H -0.98 -0.51 1.79
H 1.76 -2.04 -1.41
H 1.25 -2.35 0.33
H -0.69 1.29 2.07
H -2.20 0.77 1.51
O 2.02 -0.69 0.07
C -1.15 0.54 1.46
C -0.91 0.77 -0.09
H 1.36 0.20 0.01
*
```

---

This record from the Open Molecules 2025 dataset describes a structure of composition C4H7NO2. The level of theory is the ωB97M-V functional and the def2-TZVPD basis.

Summary:
Kohn-Sham gap (spin up / spin down) ... 8.977 / 8.978 eV
Energy relative to the best compared isomer or geometry (same formula, charge and spin) ... 619.83 kJ/mol
Total energy ... -361.6448 Eh
HOMO level (spin up / spin down) ... -10.18 / -10.18 eV

Structure (ORCA input):
```
! RIJCOSX wB97M-V def2-TZVPD def2/J DEFGRID3
* xyz 0 1
H 0.61 2.19 0.64
O 0.14 0.17 2.32
H -0.02 -2.31 -0.26
H -1.38 0.87 -1.65
H 0.80 1.99 -1.12
H -0.18 -2.72 0.38
C 0.07 0.25 -0.11
C 0.92 1.50 -0.15
O 0.10 -0.59 -1.25
C -1.12 0.08 -0.96
H 1.97 1.25 -0.01
C 0.06 -0.43 1.23
H -1.93 -0.56 -0.62
N -0.05 -1.69 1.56
*
```